C41H43AsN11NaO5S as an isolated structure in a non-equilibrium geometry, computed with ωB97M-V/def2-TZVPD.

For the total energy, the calculation gives -145930.5726 eV. The energy above the lowest of the compared OMol25 structures with the same formula, charge and spin is 0.0 kcal/mol. The charge is 0. The calculation puts the HOMO-LUMO gap at 6.6415 eV. The HOMO energy is -7.192 eV.

Structure (XYZ):
```
103
Properties=species:S:1:pos:R:3:forces:R:3
Na 0.942 1.058 0.039 -0.566 -0.033 -0.022
C 1.323 5.484 -1.452 0.026 0.028 0.018
C 0.731 4.206 -0.934 -0.116 -0.007 0.079
N 1.436 3.241 -0.469 0.322 0.245 -0.169
N 2.792 3.463 -0.384 -0.175 -0.011 0.012
C 3.468 2.333 -0.198 0.241 -0.046 0.041
O 3.032 1.151 -0.210 0.463 0.192 -0.019
C 4.941 2.526 0.060 -0.035 -0.004 -0.034
C 5.493 3.782 0.296 -0.001 0.003 0.004
C 6.848 3.912 0.560 -0.005 0.013 0.003
C 7.667 2.791 0.586 0.015 -0.008 -0.001
C 7.124 1.536 0.345 -0.018 0.002 0.002
C 5.768 1.407 0.085 0.010 0.014 -0.008
C -0.750 4.017 -0.884 0.090 0.026 -0.070
C -1.615 4.719 -1.729 -0.021 -0.015 0.024
C -2.980 4.504 -1.632 0.000 -0.001 0.003
C -3.458 3.596 -0.699 -0.009 -0.006 0.015
C -2.526 2.939 0.093 -0.009 -0.010 -0.002
N -1.215 3.138 0.011 -0.011 -0.025 -0.010
H 2.317 5.291 -1.847 -0.001 -0.010 -0.003
H 1.434 6.207 -0.638 -0.004 -0.014 0.014
H 0.707 5.947 -2.219 -0.014 0.000 -0.009
H 4.843 4.646 0.270 0.003 0.000 -0.002
H 7.268 4.892 0.748 0.001 -0.002 -0.002
H 8.725 2.895 0.790 -0.002 -0.001 0.003
H 7.759 0.658 0.358 0.004 0.003 -0.002
H 5.325 0.439 -0.112 -0.002 -0.004 0.000
H -1.231 5.420 -2.454 0.011 0.006 -0.011
H -3.663 5.046 -2.274 -0.001 -0.004 -0.002
H -4.517 3.410 -0.569 0.035 0.021 -0.019
H -2.857 2.213 0.830 0.011 0.008 -0.008
C 5.212 -5.237 -1.031 0.034 0.004 0.008
C 3.916 -5.557 -1.400 -0.031 0.006 -0.001
C 2.892 -4.631 -1.240 0.052 -0.036 -0.014
C 3.161 -3.376 -0.709 0.020 0.027 0.062
C 4.470 -3.053 -0.355 0.040 -0.042 -0.011
C 5.489 -3.981 -0.507 -0.016 0.005 0.002
As 1.816 -1.971 -0.506 -0.296 -0.132 -0.026
C 0.215 -2.963 -1.071 0.030 0.075 -0.059
C -0.377 -4.078 -0.479 0.022 -0.043 0.022
C -1.523 -4.648 -1.019 0.020 0.001 0.021
C -2.077 -4.137 -2.185 0.001 0.002 -0.041
C -1.472 -3.059 -2.812 0.069 -0.051 0.025
C -0.345 -2.473 -2.250 -0.052 -0.056 -0.010
C 1.773 -1.925 1.463 0.062 -0.017 -0.029
C 0.863 -2.539 2.319 -0.016 0.038 -0.015
C 1.014 -2.442 3.697 0.021 0.008 -0.011
C 2.079 -1.736 4.237 -0.037 -0.021 0.024
C 2.972 -1.092 3.394 0.018 0.042 -0.041
C 2.811 -1.173 2.018 -0.009 -0.011 0.019
H 6.008 -5.960 -1.155 -0.003 -0.003 -0.001
H 3.695 -6.533 -1.815 0.002 0.000 0.001
H 1.885 -4.898 -1.533 0.011 0.001 -0.012
H 4.701 -2.071 0.042 -0.007 -0.008 -0.021
H 6.500 -3.718 -0.223 0.004 -0.012 -0.004
H 0.063 -4.539 0.395 0.051 0.048 0.078
H -1.975 -5.503 -0.532 -0.005 0.006 -0.008
H -2.963 -4.593 -2.610 -0.004 0.007 0.013
H -1.874 -2.672 -3.742 -0.003 -0.016 -0.010
H 0.110 -1.616 -2.738 0.028 -0.024 0.007
H 0.016 -3.086 1.934 -0.043 -0.056 -0.077
H 0.297 -2.932 4.345 -0.002 -0.008 0.004
H 2.211 -1.688 5.312 0.002 0.007 -0.004
H 3.794 -0.516 3.802 -0.012 0.000 0.003
H 3.479 -0.616 1.368 -0.021 0.005 0.029
N -0.206 0.985 5.605 0.096 -0.015 -0.108
N 0.348 1.317 4.372 -0.042 0.021 0.119
N 1.242 2.265 4.235 0.003 -0.019 -0.035
C 1.411 2.257 2.915 0.050 -0.004 0.029
N 0.643 1.340 2.319 -0.076 0.001 0.200
N -0.039 0.747 3.274 0.033 -0.005 -0.077
H 0.556 1.030 6.274 -0.025 -0.002 0.033
H -0.513 0.021 5.514 -0.021 0.012 0.029
H 2.093 2.905 2.388 -0.019 0.008 0.005
C -8.153 -0.281 0.357 0.012 -0.014 0.019
C -7.183 -0.541 -0.789 -0.045 -0.042 -0.024
S -5.954 0.738 -0.830 0.054 0.039 0.083
O -5.122 0.613 0.342 -0.040 -0.013 -0.006
O -6.605 1.994 -1.106 -0.027 -0.010 0.015
C -4.949 0.388 -2.258 0.073 -0.014 -0.103
C -4.070 -0.858 -2.202 0.042 0.005 0.054
N -2.980 -0.739 -1.243 -0.005 0.122 0.077
C -1.895 0.052 -1.429 -0.131 0.212 0.053
N -1.122 0.085 -0.364 0.047 -0.367 0.053
C -1.703 -0.720 0.565 -0.023 0.075 -0.058
C -2.845 -1.239 0.039 -0.262 0.223 0.040
N -3.703 -2.190 0.659 0.970 -0.997 -0.540
O -3.411 -2.530 1.785 -0.299 0.332 0.333
O -4.539 -2.762 -0.033 -0.510 0.389 0.058
C -1.626 0.832 -2.666 0.044 -0.009 -0.008
H -8.919 -1.055 0.359 -0.004 0.006 0.003
H -8.635 0.689 0.247 -0.002 -0.005 -0.005
H -7.634 -0.311 1.314 0.004 0.013 -0.004
H -7.682 -0.530 -1.759 0.007 0.018 0.012
H -6.651 -1.483 -0.656 0.046 -0.063 -0.009
H -4.346 1.295 -2.351 -0.039 -0.005 -0.003
H -5.619 0.349 -3.118 -0.022 -0.020 0.013
H -3.619 -0.998 -3.185 -0.020 -0.001 -0.005
H -4.630 -1.756 -1.970 -0.036 -0.004 0.027
H -1.283 -0.893 1.543 0.004 0.022 -0.011
H -1.777 0.237 -3.568 -0.021 0.005 -0.004
H -0.592 1.170 -2.641 0.000 -0.006 0.006
H -2.258 1.721 -2.717 0.015 0.004 -0.009
```
Positions in Å, forces in eV/Å.

***

C41H43ClFN4O5Pb as an isolated structure, computed with ωB97M-V/def2-TZVPD.

For the total energy, the calculation gives -79901.9886 eV. The energy above the lowest of the compared OMol25 structures with the same formula, charge and spin is 37.9 kcal/mol. The charge is -1. The calculation puts the HOMO-LUMO gap at 6.5361 eV. The HOMO energy is -4.489 eV.

Structure (XYZ):
```
96
Properties=species:S:1:pos:R:3:forces:R:3
Pb -0.024 0.086 1.058 -0.017 0.020 -0.175
O 1.158 -6.021 2.476 -0.056 -0.035 -0.151
C 0.899 -4.903 2.106 0.036 -0.001 0.115
C 1.842 -3.926 1.433 0.034 -0.019 -0.081
O 2.870 -4.198 0.827 0.048 0.019 0.146
C 1.226 -2.615 1.594 -0.085 -0.090 -0.008
C -0.113 -2.761 2.003 -0.013 0.045 -0.012
O -0.921 -1.765 2.072 0.003 -0.034 0.013
C -0.430 -4.174 2.242 -0.048 0.015 -0.058
O -1.515 -4.679 2.445 0.049 0.007 0.103
O 1.741 -1.484 1.277 -0.004 0.146 -0.022
C -0.088 4.749 2.998 -0.003 -0.027 -0.007
C -0.712 4.339 1.661 0.006 -0.008 0.024
C 0.346 3.741 0.737 -0.022 0.045 -0.054
C -1.961 3.486 1.828 0.019 -0.013 -0.034
C -3.166 4.055 1.425 0.009 -0.015 -0.042
C -4.369 3.380 1.545 -0.003 0.001 0.001
C -4.376 2.107 2.082 -0.023 0.016 0.025
C -3.198 1.497 2.503 -0.015 0.012 0.032
C -3.276 0.103 3.096 -0.008 -0.019 0.010
C -4.054 0.104 4.415 0.005 -0.007 -0.002
C -3.898 -0.893 2.114 0.007 0.003 -0.006
C -1.974 2.186 2.379 -0.030 -0.065 -0.051
N -0.764 1.542 2.743 0.130 0.095 0.108
C -0.407 1.539 4.058 -0.118 -0.047 0.025
C -1.113 2.154 5.108 0.021 0.028 -0.017
C -0.654 2.112 6.416 0.028 -0.020 0.022
C 0.523 1.456 6.747 -0.030 0.017 0.012
C 1.247 0.834 5.731 0.020 -0.016 -0.019
C 0.776 0.891 4.447 0.002 -0.013 0.010
F 1.488 0.281 3.453 -0.004 0.014 -0.004
H 0.612 5.575 2.846 0.019 -0.011 -0.008
H 0.460 3.921 3.445 -0.010 -0.017 0.023
H -0.849 5.072 3.710 0.002 0.022 0.002
H -1.064 5.255 1.175 -0.008 0.012 0.050
H 0.819 2.870 1.180 0.018 -0.004 0.032
H 1.136 4.474 0.553 -0.009 0.009 -0.022
H -0.079 3.458 -0.229 0.014 -0.024 0.021
H -3.154 5.053 0.999 0.001 0.004 0.010
H -5.292 3.845 1.220 -0.004 0.000 -0.003
H -5.313 1.571 2.179 -0.004 -0.006 -0.001
H -2.266 -0.238 3.309 -0.003 0.018 -0.009
H -5.085 0.434 4.264 -0.004 -0.001 -0.002
H -3.586 0.763 5.147 -0.007 -0.006 0.005
H -4.081 -0.904 4.833 0.001 -0.004 0.007
H -4.971 -0.713 1.994 -0.006 0.016 -0.009
H -3.752 -1.913 2.468 -0.010 -0.003 0.004
H -3.433 -0.818 1.129 0.015 -0.019 0.000
H -2.029 2.682 4.873 0.000 -0.003 0.000
H -1.232 2.602 7.191 0.000 0.004 0.001
H 0.876 1.422 7.768 -0.001 -0.002 0.002
H 2.169 0.303 5.926 0.003 -0.001 -0.001
N 2.611 1.267 -0.021 0.074 0.048 0.065
C 3.396 0.519 -0.404 -0.079 -0.001 -0.073
C 4.332 -0.424 -0.950 0.113 -0.049 -0.024
C 4.436 -1.697 -0.395 0.036 0.021 0.096
C 5.307 -2.614 -0.963 0.011 0.000 0.008
C 6.073 -2.259 -2.065 -0.023 0.027 0.003
C 5.969 -0.985 -2.612 0.009 -0.036 -0.014
C 5.098 -0.063 -2.059 -0.058 0.013 -0.014
H 3.826 -1.971 0.456 -0.009 0.023 -0.052
H 5.368 -3.604 -0.533 -0.010 -0.010 -0.017
H 6.754 -2.978 -2.504 -0.002 -0.006 -0.002
H 6.562 -0.713 -3.475 0.001 0.004 0.000
H 4.994 0.927 -2.484 0.002 0.007 -0.003
N 0.535 -2.145 -4.048 -0.181 -0.722 -0.322
C 1.499 -2.646 -3.037 -0.182 -0.052 0.018
C 1.250 -1.925 -1.723 0.021 -0.104 0.011
N -0.130 -2.015 -1.272 0.064 0.014 0.176
C -1.089 -1.613 -2.282 0.026 -0.030 -0.105
C -0.879 -2.310 -3.622 0.057 -0.126 0.032
H 0.685 -2.606 -4.943 0.015 -0.014 0.037
H 0.742 -1.081 -4.237 0.250 0.522 0.685
H 2.507 -2.473 -3.412 0.008 0.050 -0.006
H 1.331 -3.720 -2.925 0.090 -0.011 0.028
H 1.502 -0.868 -1.842 0.010 0.017 -0.025
H 1.906 -2.343 -0.963 -0.016 0.041 0.015
H -0.334 -2.916 -0.855 -0.060 -0.029 -0.089
H -1.000 -0.531 -2.433 -0.026 -0.013 0.004
H -2.099 -1.826 -1.932 -0.012 0.067 0.031
H -1.513 -1.888 -4.402 0.019 0.013 0.000
H -1.069 -3.382 -3.528 -0.062 0.009 0.008
Cl 2.092 -1.090 -6.662 0.009 0.037 -0.245
C 0.490 -0.355 -6.576 -0.031 -0.013 0.163
C -0.397 -0.583 -7.609 -0.051 -0.044 0.007
C -1.695 -0.097 -7.532 0.038 -0.052 -0.049
C -2.068 0.595 -6.379 -0.047 -0.003 0.059
C -1.179 0.825 -5.353 0.053 -0.026 -0.033
C 0.182 0.395 -5.405 -0.013 0.381 -0.504
C 1.098 0.583 -4.360 -0.039 -0.070 0.208
H -0.065 -1.153 -8.468 -0.004 0.009 -0.009
H -2.393 -0.260 -8.341 -0.003 -0.012 -0.001
H -3.082 0.968 -6.284 -0.001 0.003 -0.002
H -1.504 1.373 -4.475 0.034 0.047 -0.012
H 2.158 0.526 -4.563 0.041 0.015 -0.027
H 0.802 1.215 -3.529 -0.023 0.012 -0.029
```
Positions in Å, forces in eV/Å.

***

C41H43FGaN4O3P2 as an isolated structure, computed with ωB97M-V/def2-TZVPD.

For the total energy, the calculation gives -128985.6384 eV. The charge is +1. The calculation puts the HOMO-LUMO gap at 8.0419 eV. The HOMO energy is -10.973 eV.

Structure (XYZ):
```
95
Properties=species:S:1:pos:R:3:forces:R:3
Ga -0.313 -0.300 -0.339 0.096 0.067 0.020
N 3.119 -0.111 -1.101 -0.064 0.046 0.163
P 2.114 1.207 -0.674 -0.062 0.097 -0.440
C 3.307 2.278 0.179 -0.006 0.024 0.045
C 3.189 2.499 1.550 -0.009 0.055 -0.029
C 4.113 3.296 2.214 -0.016 -0.028 -0.037
C 5.158 3.876 1.511 -0.011 -0.008 -0.013
C 5.287 3.656 0.145 -0.012 0.002 0.014
C 4.366 2.864 -0.520 0.012 -0.064 0.048
C 1.859 2.038 -2.288 0.043 -0.112 -0.013
C 1.805 3.422 -2.432 -0.017 0.003 0.065
C 1.446 3.987 -3.648 -0.001 -0.033 0.001
C 1.131 3.178 -4.730 0.008 -0.004 0.031
C 1.184 1.797 -4.598 0.001 0.004 0.049
C 1.542 1.231 -3.384 0.030 0.029 -0.031
C 2.653 -1.378 -1.328 -0.037 0.170 0.002
C 3.535 -2.335 -1.854 0.062 -0.012 -0.005
C 3.075 -3.588 -2.151 0.023 -0.083 -0.023
C 1.734 -3.892 -1.910 0.071 -0.002 -0.037
C 0.945 -2.915 -1.372 0.030 0.096 0.068
N 1.365 -1.663 -1.075 -0.025 -0.031 0.121
H 4.086 0.055 -1.343 -0.030 -0.038 -0.044
H 2.367 2.061 2.101 -0.028 -0.032 0.010
H 4.012 3.463 3.278 -0.006 0.009 -0.013
H 5.873 4.505 2.026 0.001 -0.014 -0.003
H 6.101 4.111 -0.404 -0.005 -0.010 0.010
H 4.469 2.709 -1.587 -0.036 0.023 -0.028
H 2.028 4.068 -1.592 0.014 0.001 0.018
H 1.411 5.065 -3.747 -0.010 -0.008 0.011
H 0.846 3.623 -5.675 0.011 -0.003 0.000
H 0.938 1.158 -5.437 0.007 0.005 0.007
H 1.561 0.150 -3.297 0.006 -0.005 0.010
H 4.565 -2.056 -2.032 -0.015 -0.001 0.006
H 3.744 -4.329 -2.569 -0.010 0.016 0.002
H 1.319 -4.865 -2.130 0.000 0.019 0.004
H -0.083 -3.119 -1.142 -0.087 -0.002 0.004
C -0.819 5.813 0.392 -0.002 -0.034 0.008
C -1.620 5.569 -0.719 0.010 -0.009 0.005
C -1.689 4.301 -1.272 -0.044 0.089 -0.143
C -0.940 3.273 -0.713 0.126 -0.333 -0.151
C -0.160 3.506 0.408 0.154 -0.054 0.174
C -0.093 4.776 0.959 -0.016 0.026 -0.038
N -0.961 1.925 -1.240 -0.057 0.335 0.492
N -1.603 1.791 -2.279 -0.190 -0.377 -0.339
C -1.807 0.428 -2.689 -0.034 0.255 0.020
C -2.479 0.300 -3.894 -0.071 0.004 -0.117
C -2.899 -0.951 -4.318 -0.007 0.035 -0.008
C -2.686 -2.045 -3.496 -0.009 -0.009 0.021
C -1.992 -1.899 -2.299 -0.001 0.030 0.002
C -1.496 -0.668 -1.877 0.098 0.134 -0.122
H -0.775 6.805 0.822 -0.003 -0.001 -0.013
H -2.199 6.372 -1.156 -0.003 -0.003 0.009
H -2.314 4.101 -2.130 0.032 0.017 0.010
H 0.375 2.688 0.873 -0.044 0.031 -0.053
H 0.518 4.948 1.836 -0.006 0.003 -0.017
H -2.682 1.193 -4.472 -0.019 -0.012 0.007
H -3.420 -1.064 -5.259 -0.005 0.011 0.009
H -3.069 -3.018 -3.779 0.024 -0.001 -0.003
H -1.884 -2.776 -1.675 0.040 -0.022 0.002
F -1.608 2.366 4.944 -0.008 -0.015 -0.008
C -1.313 1.725 3.800 -0.020 0.014 0.027
C -0.065 1.150 3.664 0.072 -0.043 -0.063
C 0.235 0.506 2.469 -0.019 -0.111 0.094
C -0.684 0.439 1.429 0.119 -0.084 0.101
C -1.942 1.010 1.621 0.010 -0.007 0.064
C -2.268 1.657 2.806 -0.023 -0.042 -0.056
H 0.645 1.211 4.480 -0.009 -0.013 -0.004
H 1.201 0.020 2.369 0.046 0.068 0.001
H -2.691 0.965 0.837 0.010 0.025 -0.011
H -3.238 2.111 2.962 0.011 0.002 -0.010
C -4.794 -3.812 1.331 -0.025 -0.040 0.030
C -3.663 -3.199 0.544 0.136 -0.080 0.030
O -2.415 -3.806 0.957 -0.204 -0.164 -0.076
P -1.173 -2.835 1.331 -0.012 0.126 0.034
O -0.183 -3.937 1.962 0.111 -0.016 0.038
C 0.265 -5.122 1.280 -0.129 0.022 0.007
C 0.977 -5.994 2.284 0.042 -0.032 0.036
O -1.627 -2.073 2.650 0.109 0.096 0.079
C -1.523 -2.461 4.038 -0.112 -0.041 -0.061
C -2.878 -2.344 4.692 -0.011 -0.003 0.078
H -5.744 -3.375 1.020 0.004 -0.012 0.003
H -4.661 -3.631 2.397 -0.018 0.014 -0.009
H -4.835 -4.889 1.165 -0.005 0.019 0.002
H -3.623 -2.118 0.702 0.017 0.038 -0.002
H -3.784 -3.381 -0.524 -0.018 -0.001 -0.025
H 0.937 -4.839 0.469 0.000 0.019 0.040
H -0.603 -5.633 0.859 0.005 -0.014 -0.031
H 1.770 -5.432 2.778 0.005 -0.018 -0.016
H 1.423 -6.852 1.780 -0.021 -0.007 0.016
H 0.285 -6.359 3.042 0.007 0.015 -0.003
H -0.811 -1.771 4.491 0.025 0.012 -0.020
H -1.123 -3.471 4.109 0.005 -0.026 -0.007
H -3.318 -1.367 4.487 0.021 -0.004 0.007
H -2.773 -2.452 5.773 -0.021 -0.012 -0.023
H -3.557 -3.119 4.337 0.003 0.018 -0.013
```
Positions in Å, forces in eV/Å.